The following is a DFT calculation (ωB97M-V with the def2-TZVPD basis set) of C30H31InN6S8Si as an isolated structure.

Values from the calculation:
HOMO level	-0.2829	Ha
ΔE to the lowest compared entry with this formula, charge and spin	0.000	eV
spin multiplicity	1
net charge	0
HOMO-LUMO gap	6.84	eV
calculated total energy	-140291.931	eV

Each line ends with the Mulliken charge.
Positions of all 77 atoms, in Å:
In (0.055, -0.241, -1.292)  0.957
N (-0.853, 0.441, 1.044)  0.367
C (0.130, 1.227, 1.665)  -0.164
C (0.440, 1.180, 3.000)  -0.491
C (1.434, 2.022, 3.536)  -0.995
C (2.089, 2.929, 2.750)  -0.902
C (1.839, 2.962, 1.360)  0.821
C (2.512, 3.811, 0.454)  -0.587
C (2.267, 3.703, -0.888)  -1.159
C (1.394, 2.702, -1.341)  -0.046
N (0.723, 1.929, -0.519)  0.341
C (0.892, 2.068, 0.817)  0.435
H (-1.517, 0.997, 0.499)  0.187
H (-1.324, -0.187, 1.678)  0.290
H (-0.085, 0.486, 3.646)  0.440
H (1.658, 1.957, 4.592)  0.411
H (2.819, 3.608, 3.171)  0.439
H (3.221, 4.534, 0.837)  0.445
H (2.773, 4.333, -1.606)  0.478
H (1.240, 2.515, -2.398)  0.494
C (-3.460, -1.830, -2.388)  -0.980
C (-2.477, -2.686, -1.652)  0.416
C (-2.684, -4.038, -1.465)  -0.747
C (-1.724, -4.777, -0.767)  -0.688
C (-0.604, -4.165, -0.268)  -1.071
C (-0.422, -2.781, -0.501)  0.607
N (-1.370, -2.090, -1.182)  -0.165
N (0.637, -2.046, -0.134)  0.284
Si (1.885, -2.462, 1.000)  0.197
C (2.939, -3.933, 0.438)  -1.301
C (2.934, -0.900, 1.177)  0.088
C (1.070, -2.853, 2.667)  -1.091
H (-4.237, -2.434, -2.852)  0.450
H (-2.946, -1.263, -3.164)  0.178
H (-3.935, -1.118, -1.709)  0.085
H (-3.570, -4.511, -1.862)  0.418
H (-1.864, -5.842, -0.629)  0.443
H (0.162, -4.717, 0.260)  0.397
H (2.531, -4.413, -0.453)  0.345
H (3.014, -4.694, 1.219)  0.440
H (3.955, -3.616, 0.200)  0.314
H (3.998, -1.107, 1.044)  0.565
H (2.807, -0.437, 2.158)  0.399
H (2.647, -0.158, 0.428)  -1.013
H (0.221, -3.529, 2.553)  0.362
H (0.712, -1.934, 3.138)  0.126
H (1.782, -3.320, 3.351)  0.415
S (-6.520, 2.674, -1.846)  -0.310
C (-4.933, 2.259, -1.848)  0.065
S (-4.025, 1.907, -3.310)  -0.081
C (-2.636, 1.451, -2.344)  0.239
N (-2.837, 1.538, -1.072)  -0.150
N (-4.103, 2.019, -0.790)  -0.137
C (-4.391, 2.301, 0.577)  0.233
C (-5.009, 3.488, 0.955)  -0.520
C (-5.217, 3.753, 2.299)  -0.648
C (-4.802, 2.853, 3.269)  -0.540
C (-4.201, 1.665, 2.886)  -0.824
C (-4.003, 1.384, 1.544)  0.051
S (-1.204, 0.955, -3.141)  -0.392
H (-5.323, 4.199, 0.209)  0.452
H (-5.690, 4.683, 2.586)  0.374
H (-4.945, 3.077, 4.318)  0.397
H (-3.890, 0.948, 3.635)  0.403
H (-3.563, 0.445, 1.241)  0.562
C (4.930, 1.705, -2.886)  -0.917
S (4.457, 0.895, -1.328)  0.125
C (4.304, -0.759, -1.901)  -0.116
C (3.232, -1.270, -2.538)  0.143
S (1.839, -0.395, -3.099)  -0.344
S (3.372, -2.953, -3.010)  -0.022
C (4.973, -3.243, -2.392)  -0.005
S (5.755, -4.669, -2.520)  -0.184
S (5.643, -1.848, -1.597)  -0.072
H (5.171, 2.736, -2.630)  0.380
H (4.095, 1.664, -3.583)  0.222
H (5.811, 1.217, -3.293)  0.381